# 1
62
Properties=species:S:1:pos:R:3:forces:R:3 method="wB97M-V/def2-TZVPD" total_energy_ha=-8632.3354 e_homo_ev=-5.56 homo_lumo_gap_ev=1.060
O 1.26269 2.02217 4.00728 2.0 1.3 1.0
C 1.33286 1.30055 2.96133 0.1 -1.2 -2.2
C 2.44728 0.38878 2.78973 0.1 1.2 0.8
C 2.66903 -0.38126 1.68373 -1.6 -0.6 -2.9
C 3.83832 -1.32829 1.50862 2.3 1.8 -0.2
C 5.22636 -0.45546 1.42843 0.1 1.9 0.0
C 5.25181 0.63543 0.19860 -2.1 -1.5 0.6
O 5.10225 0.93179 1.75633 -0.9 -3.0 0.9
C 1.64854 -0.30793 0.61216 0.5 0.8 1.5
O 1.69910 -1.06745 -0.43233 0.3 -0.2 -1.4
C 0.52657 0.60719 0.75828 0.7 -0.2 0.2
O -0.42664 0.68748 -0.25366 -0.2 -0.6 0.4
B -1.56080 0.05177 0.27473 -1.1 -0.6 0.1
O -2.54752 0.73768 1.02639 1.4 -0.2 0.0
O -1.79829 -1.31192 0.08661 1.1 0.9 0.4
C 0.37207 1.38985 1.87671 0.4 0.1 1.2
H 3.19386 0.32992 3.59628 -0.6 -0.5 -0.2
H 3.85499 -1.83800 0.53066 -0.4 -0.2 0.6
H 3.97955 -2.00462 2.36737 -0.2 0.1 -0.4
H 6.17568 -0.99191 1.66033 -0.7 0.7 -0.3
H 4.70655 1.59231 0.08667 1.9 0.5 -1.4
H 4.36334 0.05424 -0.23991 -0.2 0.8 0.6
H -2.41411 0.43717 1.93995 -0.5 0.4 -0.1
H -2.15050 -1.63853 0.92799 -0.4 -0.2 -0.6
H -0.45961 2.09748 1.99329 0.4 -0.4 -0.2
C -2.07057 1.73590 -4.49201 0.0 -0.4 0.6
C -2.10040 0.47802 -3.65051 0.8 -0.3 -0.2
O -3.47941 0.06082 -3.66797 -0.7 0.6 -0.3
S -4.12005 0.46148 -5.07147 1.3 -0.2 0.3
O -4.11886 -0.66475 -5.92056 -0.6 0.1 -0.2
O -5.33321 1.21309 -4.79866 2.4 0.7 -2.3
O -2.99161 1.48272 -5.56275 -0.4 -0.4 0.1
H -2.43199 2.59970 -3.92747 0.1 0.1 -0.1
H -1.04916 1.96189 -4.89764 -1.1 -0.9 0.2
H -1.76040 0.65138 -2.63366 -0.2 -0.1 0.1
H -1.50183 -0.31533 -4.10097 0.0 0.0 0.1
Be -0.58048 3.67155 -5.20007 0.9 1.6 -0.5
O 6.58955 -3.08263 -3.19535 0.1 -0.1 0.2
S 6.88398 -1.92351 -2.34256 -0.1 0.1 -0.3
O 6.24829 -2.11017 -1.02449 -0.3 0.0 0.4
O 6.33435 -0.69703 -2.94327 0.1 0.3 0.1
O 8.33991 -1.78369 -2.20630 0.0 0.0 -0.1
Cl 4.10121 1.05086 5.59947 0.5 0.5 -0.1
C 2.67570 1.00933 6.68775 -0.9 0.1 0.5
C 2.82580 -0.03664 7.76440 0.3 -0.1 0.0
Cl 2.76458 -1.68740 7.10294 0.0 0.0 0.0
H 1.79145 0.83944 6.07555 0.2 0.0 -0.2
H 2.59166 1.99791 7.13708 0.2 0.0 -0.1
H 2.00559 0.05401 8.47498 0.0 0.1 -0.1
H 3.76312 0.07532 8.30706 0.0 0.0 0.0
C -8.11175 -1.74414 -3.26561 0.0 0.1 -0.2
C -8.00283 -0.88648 -2.02385 -0.4 -1.3 0.4
O -7.11516 -1.45333 -1.10459 0.1 0.6 0.0
H -8.46000 -2.74235 -2.99949 -0.1 0.1 0.1
H -8.80461 -1.30793 -3.98622 0.0 0.0 0.0
H -7.13661 -1.86064 -3.74539 -0.1 0.1 0.0
H -8.97512 -0.79261 -1.53961 0.1 0.3 0.1
H -7.61745 0.18701 -2.26587 -1.0 -0.5 0.6
H -6.24934 -1.52321 -1.52886 0.0 -0.1 0.1
Be 3.46052 2.25560 3.75580 -2.0 -1.5 -0.1
Br -6.99643 1.03368 -3.69431 -1.0 0.1 1.0
Br 2.33814 -0.14635 -2.26110 -0.3 -0.4 1.1

---

# 2
55
Properties=species:S:1:pos:R:3:forces:R:3 method="wB97M-V/def2-TZVPD" total_energy_ha=-7635.0890 e_homo_ev=-9.29 homo_lumo_gap_ev=9.512 smiles="CO[C@](CCCC(F)(F)C(F)(F)F)([C@H](Br)[C@H](C)Br)[C@@H](S)N(O)S(=O)(=O)F.O=C1CCCO1"
C 3.29297 -1.70665 1.11527 -0.2 0.3 0.2
O 1.99627 -1.47759 0.57915 0.1 -0.3 0.0
C 1.88564 -1.27182 -0.82171 -0.4 0.3 -0.1
C 0.36992 -1.29089 -1.11988 0.0 -0.2 0.3
C -0.52918 -0.81387 0.01626 -0.2 0.1 -0.3
C -1.92320 -0.44906 -0.49822 0.2 0.0 -0.1
C -2.86582 -1.62857 -0.67986 -0.2 0.2 -0.2
F -3.27388 -1.71723 -1.98390 0.1 -0.1 0.2
F -2.28927 -2.82246 -0.37066 0.0 0.1 0.0
C -4.15246 -1.51598 0.15682 -0.1 -0.2 0.1
F -4.92562 -2.59610 -0.00110 0.0 0.1 0.0
F -3.85532 -1.40023 1.45531 0.0 0.0 -0.1
F -4.84930 -0.43943 -0.22343 0.0 -0.1 0.1
C 2.57636 -2.39354 -1.64432 0.0 -0.1 0.0
Br 1.97671 -2.31342 -3.51925 0.0 0.0 0.0
C 2.41154 -3.87082 -1.19658 0.0 0.1 0.3
C 1.41322 -4.25793 -0.09882 0.1 -0.2 0.1
Br 4.20711 -4.56886 -0.71417 0.0 0.0 -0.1
C 2.51904 0.17123 -1.05761 0.0 0.0 -0.7
S 3.74880 0.44667 -2.38703 0.1 0.0 -0.2
N 1.44670 1.19435 -1.23137 0.2 0.3 0.8
O 1.54934 1.82124 -2.50652 0.0 -0.1 -0.1
S 1.57499 2.44756 -0.09941 0.2 0.1 -0.8
O 0.34129 3.14680 -0.14612 -0.1 0.1 0.0
O 2.81325 3.13343 -0.15921 0.0 0.0 0.2
F 1.57944 1.57169 1.16349 -0.1 -0.2 0.4
H 3.36253 -1.15830 2.05282 0.0 0.1 0.1
H 3.43390 -2.76105 1.33074 0.1 -0.1 -0.1
H 4.08774 -1.34972 0.45969 0.1 -0.1 -0.1
H 0.16683 -0.73100 -2.02577 0.1 0.2 -0.1
H 0.08154 -2.31564 -1.34178 0.0 -0.1 -0.2
H -0.60983 -1.58636 0.77397 0.1 0.1 0.2
H -0.13397 0.08025 0.47166 0.1 0.1 0.3
H -2.36177 0.30380 0.15152 -0.2 -0.1 0.2
H -1.83140 0.01242 -1.48008 0.0 0.1 -0.1
H 3.63425 -2.20400 -1.73823 0.1 0.1 0.0
H 2.20658 -4.45614 -2.07840 0.0 0.0 -0.1
H 1.93276 -4.59212 0.79356 0.1 0.1 0.1
H 0.81353 -5.09992 -0.43380 -0.1 0.0 -0.1
H 0.75655 -3.45548 0.20176 -0.1 0.1 -0.1
H 3.04240 0.44087 -0.15004 0.0 -0.2 0.2
H 4.60619 -0.47220 -1.93519 0.1 0.0 0.2
H 1.03661 2.64260 -2.45670 -0.3 -0.2 0.0
O -2.21587 1.53708 2.27114 0.0 -0.1 0.0
C -2.44294 2.68999 2.04715 0.2 0.0 -0.1
O -3.35262 3.07551 1.12461 -0.1 0.0 0.0
C -3.34069 4.50595 0.97499 0.0 0.1 0.0
C -2.74848 5.03883 2.27603 0.0 -0.1 0.0
C -1.79009 3.91268 2.66158 -0.3 0.2 0.0
H -2.72368 4.75216 0.10861 0.0 0.0 0.0
H -4.35921 4.83737 0.79063 0.0 -0.1 0.0
H -2.27555 6.01114 2.15871 0.0 0.0 0.0
H -3.53221 5.13140 3.02871 0.0 0.0 0.0
H -0.80770 4.03201 2.20173 0.0 0.0 0.0
H -1.67394 3.77937 3.73328 0.1 -0.1 0.0

---

# 3
48
Properties=species:S:1:pos:R:3:forces:R:3 method="wB97M-V/def2-TZVPD" total_energy_ha=-4457.3058 e_homo_ev="0.06 / 0.06" homo_lumo_gap_ev="4.666 / 4.665" total_charge=-2
Pt -0.44795 0.43412 -0.20629 -0.3 -0.7 -4.2
Cl -1.27951 5.81489 0.81159 -0.2 1.1 -0.1
C -0.96041 4.08994 1.00731 0.2 -0.5 0.4
Cl -0.73459 3.29990 -0.54644 0.0 0.7 -0.2
H -1.82235 3.63921 1.53296 0.3 0.2 -0.3
H -0.04298 3.99885 1.58606 -0.2 -0.1 -0.2
C -0.10089 -2.47250 -1.72368 0.3 0.2 0.0
C 0.56287 -1.38149 -2.57158 -0.1 -0.2 -0.2
C 0.11064 -1.58083 -4.03245 0.2 0.1 0.2
C 0.27057 -0.01718 -2.00323 -1.2 1.3 3.0
C 2.06712 -1.36114 -2.47130 1.1 -0.5 0.1
C 2.76019 -2.08343 -1.47899 -0.7 0.2 -0.4
C 4.13202 -2.05801 -1.39234 0.8 0.0 -0.2
C 4.89991 -1.31040 -2.28251 -0.4 0.1 0.0
C 4.23206 -0.55310 -3.24207 0.7 -0.2 0.1
C 2.86238 -0.58460 -3.34046 -0.8 -0.1 0.2
H -1.17436 -2.44015 -1.90344 0.0 0.0 0.1
H 0.06784 -2.25493 -0.67149 -0.1 -0.1 0.1
H 0.26963 -3.47112 -1.97197 0.1 -0.1 -0.1
H -0.96831 -1.46905 -4.09608 -0.2 0.0 0.0
H 0.38112 -2.57955 -4.38616 0.0 -0.1 0.0
H 0.56470 -0.85311 -4.69855 0.0 0.1 -0.1
H 0.54454 0.77857 -2.71953 -0.3 -0.2 -0.1
H 2.21112 -2.66556 -0.75757 -0.2 0.0 0.1
H 4.62631 -2.64535 -0.62651 0.0 0.0 0.1
H 5.98170 -1.30201 -2.22721 0.0 0.0 0.1
H 4.80017 0.05432 -3.93954 0.0 0.0 0.0
H 2.39097 0.04018 -4.08835 -0.1 -0.1 0.0
O -0.56961 1.55251 1.93832 0.9 -0.5 -0.6
Se -2.15896 1.13400 2.07402 -1.3 0.6 1.2
O -2.36268 0.17561 3.34432 0.1 -0.9 0.9
O -2.64083 0.40223 0.69627 0.9 -0.3 -0.9
O -3.01155 2.50333 2.28484 -0.4 0.5 0.1
C 2.82025 0.91876 0.73617 0.0 -0.3 -0.3
N 2.42693 0.52498 2.07203 0.0 0.1 -0.1
C 2.77128 1.45886 3.11580 -0.1 -0.1 0.2
C 1.40157 -0.37320 2.20819 0.2 -0.6 0.1
C 0.85839 -0.61008 3.59257 -0.2 0.0 -0.1
O 0.98499 -1.01144 1.25101 0.7 -0.7 0.9
H 2.47709 1.93324 0.51337 0.0 0.0 0.0
H 2.34660 0.23908 0.02172 0.1 0.3 0.1
H 3.90947 0.86203 0.64051 0.1 0.1 0.0
H 3.58945 2.08357 2.75429 -0.1 0.0 0.0
H 3.12349 0.93621 4.01018 0.0 0.1 0.0
H 1.91897 2.08835 3.38833 0.0 0.1 0.0
H 1.58026 -0.47817 4.39305 0.2 0.0 0.1
H 0.44917 -1.61687 3.62604 0.0 0.0 0.0
H 0.02557 0.08115 3.73041 -0.1 0.0 0.1

---

# 4
42
Properties=species:S:1:pos:R:3:forces:R:3 method="wB97M-V/def2-TZVPD" total_energy_ha=-1974.7640 multiplicity=5 e_homo_ev="-4.71 / -9.33" homo_lumo_gap_ev="5.371 / 6.546" s_squared=6.013
Pd -0.47452 0.69699 0.66544 0.7 0.2 2.3
Cl 0.80990 1.86984 2.20904 0.3 0.1 0.3
Cl -0.71018 -0.71972 -1.52677 0.1 -0.4 -0.7
C -2.14514 1.89069 0.01924 -2.3 -1.3 2.8
H -2.82979 1.09457 -0.21033 -0.7 0.1 -0.2
H -2.48810 2.66008 0.71138 -0.1 -0.3 0.0
C 0.78502 0.06416 -0.93395 1.7 -0.1 -0.6
C -1.19905 2.23101 -0.94141 2.0 2.1 -4.2
H 1.50816 -0.75399 -0.73439 -0.7 0.5 0.0
C -0.51185 3.54867 -0.90500 0.3 -0.2 -0.3
H -1.20505 1.69625 -1.88998 -0.2 0.4 0.1
C 0.74514 3.62859 -1.77651 0.0 -0.3 0.4
H -1.20205 4.31455 -1.28388 -0.3 0.3 0.3
H -0.23220 3.75879 0.13690 -0.2 0.3 -0.1
C 1.77282 2.58489 -1.33705 0.2 0.7 -0.4
H 0.51698 3.43449 -2.82995 -0.2 0.0 0.0
H 1.18265 4.63658 -1.75140 -0.1 -0.2 0.2
C 1.42694 1.15118 -1.81843 0.3 -0.7 -0.1
H 2.71710 2.92834 -1.79398 -0.1 -0.6 -0.2
H 2.00816 2.68130 -0.27431 -0.5 -0.4 0.1
H 0.78229 1.16046 -2.70538 0.5 0.5 -0.2
H 2.41048 0.74772 -2.10294 -0.4 -0.2 -0.2
C -0.05958 -1.26410 3.48572 0.2 -0.2 -0.2
P 0.40177 -1.26740 1.71447 -0.4 -1.8 0.4
C 2.20709 -1.59345 1.77539 0.0 0.5 0.3
C -0.24132 -2.95008 1.20899 0.4 0.6 0.8
C 0.56833 -4.10042 1.18597 -0.3 0.6 -0.4
C 0.00173 -5.32250 0.84540 0.0 0.0 0.2
C -1.36292 -5.42916 0.60267 0.1 0.2 0.0
C -2.15248 -4.28767 0.67297 -0.2 0.1 0.2
C -1.61496 -3.05038 1.00858 0.3 -0.4 -0.2
H 0.25740 -0.30986 3.92724 -0.2 -0.3 0.0
H 0.46516 -2.12207 3.93519 -0.3 0.3 0.1
H -1.14945 -1.40925 3.54273 0.4 0.2 0.1
H 2.41833 -2.40691 2.49079 -0.1 0.3 -0.4
H 2.62151 -1.81591 0.78187 -0.1 0.0 0.4
H 2.66165 -0.67513 2.16509 0.1 -0.1 -0.2
H 1.63455 -4.02638 1.39643 -0.3 -0.1 -0.1
H 0.63240 -6.19880 0.79690 0.0 -0.1 0.0
H -1.80575 -6.39591 0.37687 0.1 0.2 0.0
H -3.21121 -4.35455 0.49011 -0.2 -0.1 0.0
H -2.25182 -2.17229 1.12457 0.1 -0.2 -0.2

---

# 5
54
Properties=species:S:1:pos:R:3:forces:R:3 method="wB97M-V/def2-TZVPD" total_energy_ha=-3727.5824 multiplicity=2 e_homo_ev="-15.01 / -15.01" homo_lumo_gap_ev="7.325 / 6.922" total_charge=+2 s_squared=0.751
C 2.77977 2.54357 -4.13442 0.4 -0.3 -0.6
C 2.01304 1.91304 -3.04768 -2.9 3.1 2.6
H 2.50621 3.60472 -4.20874 0.0 -0.4 0.2
H 2.56581 2.03898 -5.08644 0.2 0.0 0.2
H 3.85491 2.45285 -3.92450 -0.2 -0.1 -0.1
O 1.25883 2.44103 -2.25158 3.5 -2.9 -3.4
Cl 2.33089 -0.09237 -2.99135 0.3 1.0 -0.6
Yb 0.81782 -0.53329 -0.96488 -2.5 0.4 2.4
P -1.43352 0.37083 -2.56095 -0.1 -1.0 -0.8
C -3.16653 0.84479 -2.35554 -0.1 0.4 0.5
C -1.14081 0.80729 -4.30427 0.2 0.2 -0.1
H -2.03041 0.48327 -4.86207 0.4 0.1 -0.1
H -2.19674 -1.67458 -3.49849 0.2 -0.4 0.2
H -0.23794 0.32360 -4.70482 -0.3 0.1 0.1
H -0.56760 -1.93584 -2.81612 -0.2 -0.1 -0.1
H -3.20952 1.93919 -2.26919 -0.2 -0.3 0.0
H -1.02772 1.89803 -4.39011 -0.1 -0.3 -0.1
C -1.54748 -1.45259 -2.64144 -0.4 -0.2 -0.2
H -3.72616 0.52259 -3.24385 0.1 0.1 0.2
H -2.00760 -1.85269 -1.72624 0.1 0.1 -0.3
H -3.59475 0.38844 -1.45116 0.1 0.2 -0.4
P 2.15242 1.12710 0.88286 1.5 -0.4 0.9
C 1.57747 2.01184 2.36466 -0.8 0.0 -0.1
C 3.15239 -0.20169 1.64974 0.1 -0.3 0.0
H 3.90427 1.86642 -0.63758 0.1 0.1 0.3
H 4.27603 2.25041 1.07620 -0.2 0.1 -0.3
H 3.09043 3.24381 0.15682 0.2 -0.2 0.0
C 3.48803 2.23265 0.31147 -0.1 0.1 -0.5
H 3.40055 -0.98102 0.91132 0.1 0.2 0.3
H 4.07934 0.22819 2.05502 -0.3 -0.3 0.0
H 2.40815 2.15026 3.07158 -0.2 -0.1 -0.3
H 0.77948 1.42368 2.84143 0.2 0.3 0.0
H 2.58279 -0.68018 2.45841 0.2 0.1 -0.2
H 1.16566 2.98861 2.07574 0.1 -0.2 0.2
C -0.19221 1.71542 -0.62346 -1.9 2.5 3.1
O -0.72122 2.63539 -0.15438 1.5 -2.7 -1.9
O -3.09594 -2.30586 5.97341 2.1 -0.7 -1.6
N -2.04978 -2.74388 5.44602 -0.6 -0.8 3.1
O -1.20246 -3.42171 6.06218 -1.4 1.3 -1.6
C -1.80646 -2.44542 4.04468 1.3 0.1 -1.2
C -2.73386 -1.65573 3.35005 -0.4 0.0 -0.3
C -2.48463 -1.33194 2.03205 0.8 -0.5 0.3
C -1.19671 -1.55476 1.45398 0.0 -0.4 0.2
O -0.81861 -0.86426 0.44926 0.4 0.6 -1.4
C -0.32988 -2.49481 2.11243 -0.6 1.0 -0.2
C -0.62542 -2.89426 3.42049 -0.8 0.0 0.8
N 0.91994 -2.84845 1.50053 1.6 -1.0 1.4
O 1.71415 -3.55062 2.13664 -1.8 1.6 -1.9
O 1.22588 -2.40933 0.32744 0.0 -0.2 0.6
N -3.49804 -0.71874 1.18051 -1.8 1.4 -0.4
O -3.62617 -1.16163 0.02076 0.5 0.6 2.0
O -4.20947 0.17663 1.67127 1.5 -1.8 -1.0
H -3.64230 -1.30653 3.84371 0.2 -0.2 -0.1
H 0.07564 -3.51046 3.96859 -0.1 0.0 0.1